1.
Molecular formula: C20H40Br20
Method: DFT, ωB97M-V/def2-TZVPD

```
80
Properties=species:S:1:pos:R:3:mulliken_charge:R:1
Br 2.44 2.67 1.14 -0.053
C 3.64 1.69 2.41 -0.441
C 5.12 1.76 1.95 -0.651
Br 5.96 3.40 2.78 -0.162
H 3.38 0.64 2.34 0.049
H 3.44 2.00 3.44 0.518
H 5.20 1.78 0.86 0.310
H 5.59 0.85 2.31 0.432
Br 0.16 3.39 -1.89 0.048
C -1.78 3.80 -1.93 -0.169
C -1.78 5.32 -1.92 -0.797
Br -3.65 5.99 -1.67 -0.148
H -2.19 3.52 -0.96 0.017
H -2.27 3.30 -2.77 0.477
H -1.46 5.76 -2.86 0.487
H -1.16 5.62 -1.08 0.341
Br 1.15 -2.95 0.90 -0.101
C 0.53 -1.08 1.28 -0.032
C -0.27 -0.57 0.00 0.177
Br -1.20 1.13 0.44 0.393
H 1.37 -0.46 1.61 -0.113
H -0.17 -1.24 2.10 0.254
H -1.05 -1.31 -0.21 0.368
H 0.37 -0.44 -0.87 -0.369
Br 2.70 -1.15 -2.08 0.054
C 2.37 0.70 -2.82 0.242
C 3.20 1.02 -4.04 -0.683
Br 2.66 2.82 -4.72 -0.177
H 2.59 1.47 -2.08 0.219
H 1.30 0.79 -3.02 -0.348
H 2.99 0.34 -4.86 0.415
H 4.28 1.06 -3.90 0.412
Br -4.67 -0.71 4.84 -0.144
C -2.83 -0.58 4.15 0.006
C -2.16 0.74 4.62 -0.527
Br -0.32 0.88 4.11 -0.096
H -2.80 -0.64 3.06 -0.273
H -2.38 -1.44 4.64 0.384
H -2.15 0.89 5.70 0.449
H -2.69 1.63 4.28 0.259
Br -8.26 -0.69 0.03 -0.133
C -6.37 -1.36 -0.08 -0.586
C -5.68 -1.71 1.17 -0.365
Br -3.71 -1.81 1.01 -0.102
H -5.84 -0.74 -0.80 0.222
H -6.41 -2.26 -0.70 0.366
H -5.87 -2.71 1.56 0.377
H -5.84 -1.03 2.01 0.313
Br 5.82 -3.00 2.38 -0.170
C 4.74 -2.80 0.64 -0.022
C 5.64 -2.68 -0.58 -0.362
Br 6.32 -0.85 -0.65 -0.152
H 4.11 -1.92 0.77 0.002
H 4.00 -3.59 0.76 0.047
H 5.07 -2.84 -1.49 0.153
H 6.46 -3.38 -0.49 0.479
Br -1.04 -1.41 -4.40 -0.099
C -1.82 -0.01 -3.30 0.170
C -3.17 0.36 -3.88 -0.602
Br -4.55 -1.04 -3.62 -0.136
H -1.14 0.84 -3.26 -0.050
H -1.95 -0.51 -2.34 -0.009
H -3.10 0.65 -4.92 0.489
H -3.46 1.14 -3.18 0.236
Br 3.15 -5.49 -1.83 -0.152
C 2.05 -6.43 -0.38 -0.551
C 1.50 -7.74 -1.03 -0.584
Br 0.18 -8.51 0.21 -0.177
H 1.25 -5.73 -0.11 0.230
H 2.72 -6.53 0.47 0.429
H 2.33 -8.43 -1.21 0.401
H 1.02 -7.60 -2.00 0.390
Br -3.58 3.61 1.85 -0.154
C -2.18 5.01 1.83 -0.407
C -0.73 4.40 1.66 -0.102
Br 0.73 5.72 1.71 -0.087
H -2.26 5.61 2.73 0.472
H -2.51 5.61 0.98 0.177
H -0.61 3.79 0.77 -0.390
H -0.46 3.69 2.44 0.413
```

Spin multiplicity: 2
Total charge: +1
Frontier orbital gap (alpha / beta), Ha: 0.328 / 0.110
⟨S²⟩: 0.755
Molar mass, g mol⁻¹: 1878.62
Energy above the lowest of the compared OMol25 structures with the same formula, charge and spin, kcal/mol: 1.0

2.
Molecular formula: C20H40ClF14N2O7S
Method: DFT, ωB97M-V/def2-TZVPD

```
85
Properties=species:S:1:pos:R:3:mulliken_charge:R:1
C 1.51 3.26 1.27 -0.822
C 0.48 4.18 0.53 0.421
F 0.72 4.00 -0.87 -0.343
C -1.04 3.80 0.83 -1.213
C -1.36 2.62 -0.11 -0.083
N -1.74 2.75 -1.39 0.670
N -2.03 1.84 -2.28 -1.099
C -1.90 0.59 -1.89 -0.614
C -1.50 0.16 -0.53 0.289
C -1.39 -1.33 -0.18 -1.264
C -0.05 -1.79 0.47 -0.963
C 1.23 -1.57 -0.39 1.099
F 2.28 -1.86 0.47 -0.318
F 1.44 -0.24 -0.72 -0.245
C 1.40 -2.55 -1.61 0.393
F 0.22 -2.91 -2.20 -0.238
F 1.91 -3.71 -1.08 -0.343
C 2.50 -2.08 -2.68 0.676
F 2.96 -3.25 -3.22 -0.291
F 3.54 -1.52 -2.03 -0.252
C 1.86 -1.25 -3.84 0.650
F 0.83 -0.43 -3.44 -0.220
F 1.26 -2.15 -4.66 -0.315
S 3.01 -0.21 -4.91 1.319
F 1.78 0.82 -5.25 -0.332
F 3.45 0.75 -3.70 -0.272
F 4.26 -1.21 -4.74 -0.279
F 2.55 -1.05 -6.25 -0.331
F 3.93 0.68 -5.89 -0.298
C -1.24 1.25 0.41 1.305
Cl -0.80 0.93 2.08 0.166
H 1.15 2.88 2.25 0.086
H 2.43 3.87 1.46 0.360
H 1.85 2.41 0.61 0.143
H 0.70 5.26 0.73 0.384
H -1.05 3.49 1.90 0.361
H -1.66 4.70 0.64 0.390
H -1.82 3.73 -1.71 0.341
H -2.13 -0.23 -2.60 0.582
H -1.69 -1.90 -1.09 0.488
H -2.20 -1.54 0.57 0.438
H 0.16 -1.37 1.48 0.556
H -0.13 -2.90 0.63 -0.001
C 1.17 -5.43 1.78 -0.230
O 0.00 -4.85 2.36 -0.506
H 1.38 -4.93 0.84 -0.062
H 2.03 -5.29 2.45 0.259
H 1.02 -6.49 1.60 0.314
H -0.16 -5.31 3.19 0.312
C -1.55 -3.54 -6.47 -0.460
O -2.10 -3.12 -5.23 -0.505
H -2.33 -3.51 -7.23 0.247
H -0.74 -2.87 -6.76 0.156
H -1.17 -4.57 -6.39 0.275
H -1.39 -3.16 -4.57 0.292
C 0.52 0.36 -9.13 -0.555
O -0.11 -0.06 -7.92 -0.481
H -0.25 0.53 -9.88 0.240
H 1.08 1.28 -8.96 0.239
H 1.20 -0.42 -9.49 0.274
H 0.59 -0.21 -7.28 0.251
C 0.43 1.75 5.60 -0.468
O 0.07 0.82 4.58 -0.492
H 0.62 2.72 5.14 0.254
H -0.39 1.84 6.32 0.201
H 1.34 1.41 6.10 0.170
H -0.09 -0.03 5.01 0.243
C -3.17 0.39 7.64 -0.494
O -1.83 0.58 8.06 -0.472
H -3.19 0.33 6.55 0.163
H -3.57 -0.54 8.05 0.276
H -3.79 1.23 7.96 0.273
H -1.83 0.63 9.02 0.276
C -5.16 4.49 0.42 -0.541
O -4.97 3.08 0.44 -0.505
H -6.13 4.72 0.84 0.275
H -4.38 4.98 1.01 0.218
H -5.13 4.85 -0.62 0.252
H -4.11 2.89 0.06 0.324
C 3.30 -0.60 8.00 -0.515
O 3.37 0.70 7.42 -0.494
H 2.68 -1.23 7.36 0.192
H 4.30 -1.03 8.06 0.277
H 2.86 -0.54 8.99 0.264
H 3.93 1.24 7.99 0.286
```

Total charge: +1
Frontier orbital gap, Ha: 0.267
Molar mass, g mol⁻¹: 754.04

3.
Molecular formula: C20H40NO15P3S
Method: DFT, ωB97M-V/def2-TZVPD

```
80
Properties=species:S:1:pos:R:3:mulliken_charge:R:1
C -4.10 -0.12 1.39 -1.089
C -3.05 -0.64 0.37 -0.319
S -1.77 0.57 -0.09 -0.072
C -0.90 1.15 1.41 -0.994
C -0.54 0.07 2.43 0.125
C -0.71 0.33 3.73 0.693
N -1.18 1.54 4.30 -0.656
C -0.37 -0.78 4.74 -0.032
O -1.04 -0.97 5.70 -0.515
C 0.85 -1.62 4.38 -0.611
C 1.03 -1.88 3.09 0.244
C 2.24 -2.71 2.68 -0.526
C 1.94 -3.83 1.66 -0.123
O 2.47 -3.78 0.61 -0.483
C 0.02 -1.30 2.09 0.605
O -0.27 -1.94 1.13 -0.567
H -3.65 0.16 2.35 0.245
H -4.75 0.67 0.98 0.268
H -4.74 -1.00 1.63 0.364
H -2.65 -1.59 0.76 0.195
H -3.57 -0.89 -0.58 0.394
H 0.03 1.69 1.12 0.436
H -1.54 1.90 1.90 0.372
H -0.73 1.62 5.21 0.349
H -0.74 2.29 3.76 0.242
H 1.55 -1.98 5.13 0.418
H 3.00 -2.04 2.24 0.326
H 2.66 -3.18 3.59 0.318
H 1.27 -4.70 1.87 0.379
C -0.40 8.38 -1.86 -0.745
O -0.74 7.57 -0.72 -0.318
P -0.82 5.91 -1.01 0.975
O -2.15 5.91 -1.71 -0.654
O -0.96 5.60 0.58 -0.270
C -1.95 6.29 1.33 -0.635
O -0.35 4.34 -1.27 -0.317
C -1.09 3.52 -2.16 -0.548
H -0.13 9.37 -1.50 0.238
H 0.45 7.96 -2.40 0.316
H -1.26 8.47 -2.52 0.308
H -2.82 6.54 0.73 0.336
H -1.52 7.20 1.76 0.262
H -2.27 5.65 2.15 0.226
H -1.13 3.97 -3.16 0.306
H -2.10 3.36 -1.78 0.242
H -0.59 2.56 -2.23 0.280
C 7.11 -9.14 3.14 -0.727
O 6.35 -7.98 2.77 -0.309
P 6.08 -6.85 4.00 1.022
O 5.01 -7.63 4.73 -0.666
O 5.46 -5.79 2.95 -0.291
C 4.42 -6.21 2.07 -0.166
O 6.35 -5.62 5.09 -0.339
C 5.76 -5.69 6.38 -0.572
H 7.42 -9.65 2.23 0.231
H 7.99 -8.86 3.72 0.314
H 6.49 -9.82 3.73 0.312
H 3.80 -6.99 2.51 0.362
H 4.86 -6.56 1.13 0.281
H 3.80 -5.34 1.85 -0.237
H 6.07 -6.59 6.91 0.291
H 4.67 -5.65 6.30 0.259
H 6.11 -4.82 6.94 0.243
C -4.81 2.82 -9.29 -0.727
O -4.26 3.32 -8.06 -0.305
P -3.14 2.31 -7.29 1.013
O -4.14 1.32 -6.74 -0.665
O -2.77 3.46 -6.22 -0.272
C -3.81 4.12 -5.50 -0.496
O -1.72 1.52 -6.94 -0.337
C -1.76 0.18 -6.47 -0.573
H -5.30 3.65 -9.80 0.230
H -4.02 2.43 -9.93 0.314
H -5.54 2.04 -9.08 0.310
H -4.67 3.47 -5.34 0.339
H -4.12 5.01 -6.05 0.265
H -3.42 4.43 -4.54 0.115
H -2.26 -0.47 -7.18 0.293
H -2.25 0.14 -5.50 0.269
H -0.72 -0.15 -6.36 0.238
```

Frontier orbital gap, Ha: 0.256
Molar mass, g mol⁻¹: 659.52

4.
Molecular formula: C20H41BBr18IO2
Method: DFT, ωB97M-V/def2-TZVPD

```
83
Properties=species:S:1:pos:R:3:mulliken_charge:R:1
O 3.52 -0.21 -2.35 -0.605
C 2.67 -0.43 -1.33 0.361
O 1.92 -1.73 -1.24 -0.331
C 2.33 0.68 -0.18 -0.179
B 3.29 0.62 1.15 -0.166
I 2.50 2.18 2.55 -0.018
H 2.28 -2.18 -0.42 0.227
H 2.51 1.75 -0.68 0.205
H 1.20 0.66 0.12 0.005
H 4.42 0.93 0.93 -0.234
H 3.35 -0.44 1.67 -0.193
Br -0.60 -2.80 0.36 -0.144
C -0.57 -4.54 -0.53 -0.563
C 0.49 -5.44 0.06 -0.180
Br 2.27 -4.93 -0.54 -0.095
H -0.42 -4.34 -1.60 0.348
H -1.57 -4.95 -0.38 0.387
H 0.36 -6.47 -0.29 -0.164
H 0.50 -5.43 1.15 0.411
Br 5.54 -0.12 4.62 -0.128
C 7.30 -0.24 3.79 -0.566
C 7.30 0.39 2.42 -0.624
Br 6.44 -0.78 1.11 -0.119
H 7.59 -1.29 3.79 0.346
H 7.97 0.31 4.47 0.327
H 8.33 0.52 2.05 0.354
H 6.78 1.35 2.38 0.359
Br -1.52 -8.61 -1.56 -0.129
C 0.24 -8.73 -2.38 -0.539
C 0.24 -8.11 -3.76 -0.516
Br -0.61 -9.27 -5.07 -0.155
H 0.53 -9.78 -2.39 0.420
H 0.91 -8.18 -1.71 0.246
H 1.27 -7.98 -4.12 0.366
H -0.27 -7.14 -3.80 0.328
Br -5.93 -7.65 -2.55 -0.121
C -4.92 -9.20 -3.18 -0.075
C -5.70 -10.48 -2.97 -0.593
Br -5.66 -11.02 -1.10 -0.142
H -3.96 -9.18 -2.67 -0.142
H -4.76 -9.02 -4.25 0.332
H -5.23 -11.31 -3.51 0.348
H -6.75 -10.40 -3.26 0.381
Br 2.00 5.52 4.06 -0.109
C 0.72 5.87 5.49 -0.247
C 0.83 4.82 6.58 -0.595
Br -0.01 3.15 6.03 -0.149
H -0.27 5.92 5.04 0.009
H 0.99 6.85 5.88 0.329
H 0.28 5.14 7.47 0.355
H 1.86 4.58 6.86 0.377
Br -1.45 6.06 2.34 -0.145
C -2.48 4.46 1.93 -0.327
C -1.61 3.22 1.99 -0.459
Br -0.47 3.08 0.41 -0.073
H -2.94 4.62 0.95 0.301
H -3.26 4.41 2.69 0.224
H -2.23 2.32 1.97 0.402
H -0.95 3.19 2.86 0.109
Br -3.86 5.77 5.36 -0.127
C -4.67 7.02 4.10 -0.579
C -5.65 7.94 4.80 -0.613
Br -7.32 7.02 5.21 -0.158
H -5.13 6.42 3.31 0.386
H -3.84 7.59 3.68 0.334
H -5.93 8.77 4.14 0.377
H -5.26 8.34 5.74 0.374
Br -2.64 6.78 -1.49 -0.164
C -1.30 6.02 -2.69 -0.505
C -1.93 5.08 -3.68 -0.516
Br -2.38 3.37 -2.86 -0.133
H -0.54 5.54 -2.06 0.290
H -0.85 6.88 -3.20 0.352
H -1.22 4.83 -4.48 0.284
H -2.85 5.47 -4.13 0.352
Br 3.98 2.34 -5.73 -0.140
C 3.01 0.65 -5.81 -0.353
C 1.73 0.79 -6.60 -0.544
Br 0.35 1.71 -5.56 -0.119
H 2.85 0.33 -4.78 0.168
H 3.69 -0.04 -6.30 0.311
H 1.30 -0.19 -6.82 0.330
H 1.85 1.35 -7.53 0.363
```

Total charge: -1
Frontier orbital gap, Ha: 0.228
Molar mass, g mol⁻¹: 1889.53

5.
Molecular formula: C20H41BCl17O2S
Method: DFT, ωB97M-V/def2-TZVPD

```
82
Properties=species:S:1:pos:R:3:mulliken_charge:R:1
C -2.00 -2.12 3.92 -0.919
C -2.27 -1.22 2.67 -0.120
B -1.17 -1.63 1.67 -0.084
O -1.12 -2.83 1.08 -0.296
S 0.18 -0.34 1.15 0.055
C 1.83 -0.84 1.65 -0.478
C 2.07 -0.55 3.13 0.327
O 1.34 -0.91 3.99 -0.391
Cl 3.52 0.34 3.45 -0.026
H -2.42 -1.64 4.80 0.155
H -2.40 -3.12 3.77 0.216
H -0.92 -2.19 4.10 0.352
H -2.25 -0.16 2.94 0.296
H -3.24 -1.47 2.25 0.302
H -0.50 -3.48 1.44 0.324
H -0.07 0.72 1.94 0.329
H 2.52 -0.26 1.05 0.433
H 1.98 -1.90 1.43 0.420
Cl -2.82 -6.63 3.23 -0.197
C -3.43 -6.45 1.56 -0.499
C -3.64 -5.00 1.20 0.582
Cl -4.98 -4.25 2.11 -0.174
H -4.36 -7.02 1.48 0.382
H -2.69 -6.89 0.90 0.315
H -3.87 -4.90 0.14 0.003
H -2.75 -4.42 1.40 -0.358
Cl -6.37 -3.65 -2.03 -0.189
C -5.29 -2.94 -3.26 -0.444
C -3.97 -3.67 -3.34 -0.152
Cl -3.01 -3.43 -1.84 -0.119
H -5.15 -1.89 -3.01 0.351
H -5.80 -3.00 -4.22 0.302
H -3.37 -3.31 -4.16 -0.063
H -4.12 -4.74 -3.46 0.357
Cl 8.97 2.16 3.36 -0.174
C 8.13 1.72 4.87 -0.538
C 6.71 1.29 4.61 -0.451
Cl 5.70 2.67 4.07 -0.202
H 8.18 2.57 5.54 0.321
H 8.68 0.89 5.31 0.349
H 6.26 0.91 5.52 0.365
H 6.66 0.52 3.84 0.359
Cl -5.03 -0.14 8.34 -0.167
C -4.22 0.78 7.05 -0.376
C -5.04 0.84 5.79 -0.508
Cl -5.18 -0.75 4.99 -0.143
H -3.25 0.31 6.87 0.239
H -4.06 1.79 7.42 0.326
H -4.57 1.51 5.07 0.257
H -6.05 1.20 5.99 0.384
Cl 12.28 5.78 -0.87 -0.180
C 11.45 5.31 0.64 -0.431
C 10.04 4.87 0.39 -0.214
Cl 8.98 6.21 -0.12 -0.192
H 11.49 6.16 1.32 0.327
H 12.02 4.49 1.07 0.286
H 9.61 4.47 1.31 0.069
H 9.99 4.10 -0.37 0.334
Cl 0.80 1.87 -0.50 -0.160
C 1.12 3.15 -1.73 -0.521
C 0.06 4.21 -1.69 -0.466
Cl -1.52 3.58 -2.23 -0.151
H 1.17 2.66 -2.70 0.331
H 2.09 3.58 -1.50 0.330
H 0.33 5.03 -2.36 0.304
H -0.07 4.62 -0.69 0.339
Cl -4.04 -2.22 -6.12 -0.181
C -2.87 -1.55 -7.30 0.130
C -1.58 -2.32 -7.29 -0.581
Cl -0.68 -2.08 -5.77 -0.188
H -2.72 -0.50 -7.06 -0.308
H -3.34 -1.61 -8.28 0.350
H -0.94 -1.96 -8.10 0.380
H -1.74 -3.38 -7.42 0.338
Cl -3.78 1.64 -5.35 -0.155
C -2.91 3.02 -6.05 -0.522
C -2.92 3.00 -7.55 -0.439
Cl -1.95 1.65 -8.19 -0.174
H -1.89 3.01 -5.66 0.277
H -3.40 3.93 -5.69 0.366
H -2.49 3.92 -7.94 0.353
H -3.93 2.90 -7.94 0.316
```

Total charge: +1
Frontier orbital gap, Ha: 0.297
Molar mass, g mol⁻¹: 959.13

6.
Molecular formula: C20H41Br3F3N5O7
Method: DFT, ωB97M-V/def2-TZVPD

```
79
Properties=species:S:1:pos:R:3:mulliken_charge:R:1
C 4.35 1.51 -3.93 -0.851
C 4.96 2.85 -3.39 0.723
O 5.91 3.33 -4.09 -0.686
N 4.44 3.52 -2.39 -0.065
C 4.91 4.78 -1.74 -0.924
H 3.54 1.53 -4.66 0.228
H 3.96 0.92 -3.10 0.227
H 5.20 0.89 -4.22 0.326
H 3.73 3.09 -1.81 0.041
H 5.88 5.12 -2.11 0.331
H 5.02 4.75 -0.65 0.316
H 4.16 5.56 -1.82 0.307
C -1.14 5.02 -0.22 -1.107
C -1.97 4.40 0.92 0.701
O -1.57 4.17 2.08 -0.660
N -3.28 4.15 0.51 -0.090
C -4.02 4.73 -0.62 -0.928
H -1.02 4.24 -0.97 0.222
H -0.22 5.51 0.10 0.257
H -1.75 5.86 -0.56 0.449
H -3.78 3.74 1.28 0.234
H -4.45 5.65 -0.23 0.341
H -4.83 4.08 -0.95 0.289
H -3.43 4.98 -1.50 0.334
C 1.58 -5.90 -0.85 -0.966
C 1.72 -4.65 -1.76 0.575
O 0.85 -4.27 -2.44 -0.534
N 2.93 -4.18 -1.82 -0.125
C 3.36 -3.14 -2.64 -0.476
H 2.42 -6.01 -0.17 0.323
H 1.44 -6.84 -1.38 0.272
H 0.65 -5.86 -0.29 0.204
H 3.59 -4.51 -1.13 0.215
H 4.44 -2.96 -2.67 0.350
H 2.77 -2.30 -2.28 -0.023
H 3.06 -3.37 -3.66 0.222
C -0.63 -0.82 7.40 -1.154
C -0.65 0.41 6.64 0.756
O -1.03 1.37 7.24 -0.638
N -0.19 0.38 5.40 -0.088
C 0.12 1.57 4.69 -0.947
H 0.30 -0.87 7.97 0.291
H -0.94 -1.73 6.89 0.273
H -1.29 -0.85 8.27 0.358
H 0.29 -0.45 5.09 0.272
H -0.49 1.67 3.79 0.126
H 1.21 1.60 4.67 0.403
H -0.05 2.48 5.26 0.327
C 0.98 -0.26 -4.16 -0.545
C -0.51 -0.52 -4.09 0.484
O -1.31 0.38 -4.06 -0.633
N -0.88 -1.83 -4.07 -0.030
C -2.18 -2.37 -3.92 -0.753
H 1.55 -1.05 -4.65 0.405
H 1.38 -0.25 -3.14 -0.093
H 1.26 0.72 -4.53 0.283
H -0.15 -2.50 -4.28 0.152
H -2.31 -2.66 -2.88 -0.004
H -2.51 -3.28 -4.42 0.381
H -3.03 -1.70 -4.05 0.364
C -4.07 -1.13 3.72 -1.196
C -2.68 -1.94 3.65 0.121
O -2.38 -2.13 2.29 -0.152
C -2.63 -3.28 1.67 -0.052
O -2.98 -4.30 2.25 -0.570
C -2.48 -3.31 0.13 1.080
F -1.86 -4.38 -0.35 -0.199
F -3.75 -3.34 -0.39 -0.293
F -1.93 -2.20 -0.34 -0.070
H -4.44 -0.96 4.73 0.386
H -4.91 -1.52 3.15 0.405
H -4.01 -0.24 3.09 0.241
H -2.71 -2.81 4.31 0.389
H -1.95 -1.23 4.07 -0.060
C 0.00 0.55 -0.51 -0.380
Br -1.00 1.02 1.12 0.007
Br 1.09 -1.09 -0.14 -0.046
Br 1.08 2.10 -1.09 -0.091
H -0.75 0.38 -1.28 0.443
```

Frontier orbital gap, Ha: 0.321
Molar mass, g mol⁻¹: 760.28